{"formula": "C11H16CrN2O5", "method": "wB97M-V/def2-TZVPD", "s2": 6.023, "lumo_energy_ha": [-0.294, -0.389], "e_tot_ev": -53284.4168, "de_lowest_kcal_mol": 17.17, "multiplicity": 5, "total_charge": 2, "orbital_gap_ev": [7.757, 5.127], "elements": ["Cr", "O", "C", "C", "O", "C", "O", "C", "O", "C", "H", "H", "C", "H", "H", "C", "N", "C", "C", "O", "N", "C", "C", "H", "H", "H", "H", "H", "H", "H", "H", "H", "H", "H", "H"], "coordinates": [[-0.181, 0.202, -1.541], [-0.046, 3.005, -0.622], [-0.112, 1.957, -1.105], [-0.174, -1.601, -1.179], [-0.133, -2.645, -0.713], [1.728, 0.253, -2.336], [2.867, 0.343, -2.532], [-2.143, 0.175, -2.188], [-3.270, 0.082, -2.317], [-0.360, 1.091, -5.654], [-1.197, 1.500, -5.131], [0.494, 1.540, -5.189], [-0.333, -0.258, -5.723], [0.541, -0.740, -5.319], [-1.158, -0.774, -5.267], [-2.132, 0.494, 1.381], [-0.985, 0.187, 2.227], [-1.221, 0.062, 3.653], [0.177, -0.108, 1.627], [0.255, -0.035, 0.343], [1.323, -0.497, 2.209], [1.599, -0.771, 3.598], [2.433, -0.649, 1.281], [-3.012, 0.606, 2.025], [-2.309, -0.320, 0.657], [-1.966, 1.421, 0.813], [-1.214, -0.996, 3.963], [-0.468, 0.624, 4.219], [-2.208, 0.485, 3.856], [2.445, -1.475, 3.609], [1.882, 0.142, 4.153], [0.741, -1.248, 4.084], [2.174, -1.368, 0.490], [2.659, 0.309, 0.785], [3.303, -0.995, 1.842]], "forces_ev_per_angstrom": [[-0.217, -0.787, -1.170], [-0.215, -4.089, -1.947], [0.284, 9.659, 2.956], [-0.006, -7.939, 1.764], [-0.155, 2.748, -1.432], [6.137, 0.459, -1.207], [-5.170, -0.448, 0.719], [-3.866, -0.271, -0.509], [3.053, 0.305, 0.157], [0.220, -1.738, 2.704], [-1.414, 0.759, -1.242], [1.207, 0.768, -1.364], [0.100, 1.076, 2.944], [1.045, -0.399, -1.501], [-1.153, -0.475, -1.401], [-0.117, -0.062, -0.434], [0.516, -0.159, -0.703], [-0.062, -0.130, 0.858], [0.266, -0.294, 1.127], [-0.436, 0.796, -0.500], [-0.861, 0.354, -0.969], [0.191, -0.273, 1.124], [0.571, 0.052, -0.516], [0.275, 0.000, -0.407], [-0.152, 0.174, 0.356], [-0.198, -0.131, 0.313], [-0.194, 0.495, -0.045], [-0.376, -0.162, -0.097], [0.336, -0.099, 0.123], [-0.432, 0.289, 0.245], [-0.063, -0.413, -0.249], [0.571, 0.105, -0.117], [0.342, 0.023, 0.399], [0.136, -0.303, 0.309], [-0.162, 0.110, -0.288]], "mulliken_spin": [4.099, 0.152, -0.166, -0.160, 0.108, -0.066, 0.077, -0.075, 0.079, 0.021, 0.000, 0.001, 0.019, 0.000, 0.000, 0.028, 0.015, 0.001, -0.033, -0.118, 0.017, 0.001, 0.001, 0.003, 0.001, -0.007, 0.001, 0.001, 0.000, 0.000, 0.001, 0.000, -0.001, 0.001, 0.000]}

---

{"formula": "C11H16N2O", "method": "wB97M-V/def2-TZVPD", "lumo_energy_ha": -0.287, "e_tot_ev": -16674.6229, "de_lowest_kcal_mol": 34.54, "multiplicity": 1, "total_charge": 2, "orbital_gap_ev": 8.518, "elements": ["C", "C", "C", "C", "C", "C", "C", "C", "C", "C", "C", "N", "N", "O", "H", "H", "H", "H", "H", "H", "H", "H", "H", "H", "H", "H", "H", "H", "H", "H"], "coordinates": [[-2.054, -0.240, 3.390], [-1.098, -1.211, 3.147], [-2.789, 0.268, 2.295], [-0.766, -1.534, 1.907], [-2.354, -0.079, 0.999], [1.115, 1.352, -0.528], [2.639, 1.283, -0.663], [1.583, -0.539, -1.811], [-0.919, 0.466, -1.892], [-0.911, -1.218, -0.538], [0.433, 0.223, -1.150], [-1.382, -0.999, 0.800], [2.741, 0.467, -1.939], [-1.625, -0.720, -1.555], [-2.311, 0.048, 4.424], [-0.697, -1.816, 3.944], [-3.505, 1.160, 2.384], [-0.089, -2.421, 1.596], [-2.895, 0.311, 0.173], [0.906, 1.616, 0.467], [0.799, 2.291, -1.063], [3.092, 2.329, -0.813], [3.165, 0.662, 0.136], [2.028, -1.082, -1.037], [1.408, -1.099, -2.788], [-1.485, 1.180, -1.393], [-0.748, 0.557, -2.989], [-0.458, -2.246, -0.557], [2.628, 1.085, -2.721], [3.546, -0.091, -2.221]], "forces_ev_per_angstrom": [[-1.749, 0.759, -0.123], [-0.279, -0.173, 1.792], [1.053, 1.554, -0.122], [1.356, -3.007, -4.148], [-0.768, -0.336, 1.849], [0.582, 2.718, -0.186], [1.247, -0.204, 0.126], [-0.620, 0.817, -1.735], [2.130, -1.381, -0.940], [4.277, 0.639, 0.204], [-2.169, -3.298, -0.413], [-1.087, 1.705, 1.355], [-0.828, -0.230, -0.918], [-0.713, -1.193, -0.441], [0.172, -0.146, -0.692], [0.331, 0.270, 0.233], [0.878, -1.863, -0.001], [-0.935, 1.730, 0.984], [0.006, 0.153, -0.860], [-0.662, -0.016, 1.588], [0.083, -0.719, 0.172], [-0.406, -1.863, 0.380], [-0.684, 1.125, -0.893], [0.236, -1.964, 0.885], [0.248, 0.669, 1.446], [-0.552, 2.293, 0.118], [-0.789, 0.287, 0.703], [-0.632, 0.864, -0.550], [-0.394, 0.560, -0.663], [0.670, 0.250, 0.848]], "nbo_charge": [-0.059, -0.239, -0.211, 0.077, 0.084, -0.514, -0.218, -0.258, -0.079, 0.350, -0.005, -0.330, -0.510, -0.501, 0.273, 0.279, 0.286, 0.248, 0.253, 0.272, 0.256, 0.277, 0.245, 0.221, 0.273, 0.201, 0.225, 0.215, 0.430, 0.457]}